(1)
{"formula": "C26H63N4O4S2", "method": "the ωB97M-V functional and the def2-TZVPD basis", "symbols": ["C", "C", "C", "C", "C", "C", "C", "S", "O", "O", "N", "S", "C", "O", "O", "H", "H", "H", "H", "H", "H", "H", "H", "H", "H", "H", "H", "H", "H", "H", "H", "H", "H", "C", "C", "N", "C", "C", "C", "C", "H", "H", "H", "H", "H", "H", "H", "H", "H", "H", "H", "H", "H", "H", "H", "C", "C", "N", "C", "C", "C", "C", "H", "H", "H", "H", "H", "H", "H", "H", "H", "H", "H", "H", "H", "H", "H", "C", "C", "N", "C", "C", "C", "C", "H", "H", "H", "H", "H", "H", "H", "H", "H", "H", "H", "H", "H", "H", "H"], "coordinates": [[2.5709, 1.2942, -5.6758], [3.5071, 0.5481, -4.7168], [4.1385, 1.4703, -3.6516], [3.9269, 0.9890, -2.2130], [2.5553, 1.3637, -1.6546], [2.4846, 1.3086, -0.1178], [2.4928, 2.6599, 0.5914], [3.8991, 3.6982, 0.2629], [5.0638, 2.8339, 0.3907], [3.8808, 4.7748, 1.2322], [3.6099, 4.1456, -1.2327], [4.5332, 5.2584, -1.9287], [6.2315, 4.8335, -1.6174], [4.3525, 5.1023, -3.3570], [4.3348, 6.5829, -1.3992], [2.3991, 0.7178, -6.5855], [3.0135, 2.2531, -5.9404], [1.6018, 1.4782, -5.2130], [4.3020, 0.1012, -5.3158], [2.9631, -0.2513, -4.2130], [5.2080, 1.5818, -3.8258], [3.7026, 2.4671, -3.7294], [4.7027, 1.4128, -1.5737], [4.0443, -0.0988, -2.1554], [1.8240, 0.6422, -2.0395], [2.2561, 2.3415, -2.0213], [3.2751, 0.6677, 0.2722], [1.5429, 0.8203, 0.1503], [2.5632, 2.5130, 1.6711], [1.5911, 3.2314, 0.3801], [6.7790, 5.2833, -2.4429], [6.3306, 3.7540, -1.6590], [6.5536, 5.2248, -0.6593], [-1.3270, 0.5241, -3.8464], [-1.9057, -0.6766, -3.1124], [-1.3748, -0.8315, -1.7715], [-1.6844, -2.1133, -1.1689], [-3.1534, -2.4445, -0.8725], [-1.5018, 0.3280, -0.9064], [-2.9105, 0.8662, -0.6167], [-0.2374, 0.4800, -3.8624], [-1.6858, 0.5330, -4.8767], [-1.6238, 1.4690, -3.3912], [-1.6421, -1.5813, -3.6677], [-3.0069, -0.6109, -3.1339], [-1.1072, -2.1994, -0.2441], [-1.2878, -2.8863, -1.8353], [-3.5290, -1.9013, -0.0062], [-3.2540, -3.5108, -0.6533], [-3.8009, -2.2233, -1.7224], [-0.9068, 1.1345, -1.3403], [-1.0048, 0.0946, 0.0387], [-3.5237, 0.9077, -1.5183], [-2.8393, 1.8814, -0.2221], [-3.4378, 0.2672, 0.1250], [-6.1045, -5.3399, -2.0982], [-5.1955, -6.5289, -1.8302], [-4.6435, -6.5313, -0.4874], [-3.5650, -7.4857, -0.3083], [-3.8898, -8.9806, -0.4284], [-5.6114, -6.4515, 0.5920], [-6.6888, -7.5423, 0.6763], [-5.5831, -4.4049, -1.8894], [-6.4075, -5.3346, -3.1460], [-7.0146, -5.3694, -1.4983], [-4.3511, -6.4811, -2.5229], [-5.7412, -7.4558, -2.0727], [-3.1079, -7.2979, 0.6669], [-2.7947, -7.2416, -1.0462], [-4.4236, -9.3559, 0.4438], [-2.9625, -9.5508, -0.5102], [-4.4867, -9.1986, -1.3146], [-6.1102, -5.4823, 0.5238], [-5.0546, -6.4167, 1.5316], [-7.1214, -7.7616, -0.3009], [-7.5003, -7.2077, 1.3255], [-6.3041, -8.4722, 1.0923], [1.9549, 5.6811, 7.3044], [1.3788, 4.3827, 6.7605], [1.1367, 4.4225, 5.3329], [0.3432, 3.3082, 4.8525], [0.9364, 1.8955, 4.9470], [2.2818, 4.7858, 4.5053], [3.5476, 3.9292, 4.6161], [1.3157, 6.5260, 7.0448], [2.0269, 5.6249, 8.3922], [2.9557, 5.8769, 6.9203], [0.4155, 4.2001, 7.2472], [2.0394, 3.5525, 7.0627], [0.0786, 3.5107, 3.8112], [-0.6022, 3.3206, 5.4068], [1.7099, 1.7266, 4.1996], [0.1509, 1.1558, 4.7747], [1.3638, 1.6970, 5.9307], [2.5461, 5.8213, 4.7285], [1.9536, 4.8045, 3.4644], [3.8035, 3.6988, 5.6532], [4.3836, 4.4677, 4.1707], [3.4522, 2.9930, 4.0684]], "mulliken_charge": [-1.1906, -0.4794, -0.5758, -1.0863, -0.2077, -0.9334, -0.2143, 0.9880, -0.6965, -0.6463, -0.2086, 1.0089, -1.0093, -0.6885, -0.6753, 0.3982, 0.3579, 0.1783, 0.3647, 0.2857, 0.3640, 0.2636, 0.4341, 0.4876, 0.1292, 0.5057, 0.3262, 0.2528, -0.2081, 0.4836, 0.4028, 0.2668, 0.3532, -1.2396, -0.3715, 0.4088, -0.8663, -0.6212, -0.6548, -1.3405, 0.1193, 0.4796, 0.3053, 0.4384, 0.2165, 0.2911, 0.4495, 0.1837, 0.2424, 0.2396, 0.2607, 0.4542, 0.2498, 0.4328, 0.2960, -1.2469, -0.4369, 0.3591, -0.7264, -1.0568, -0.8139, -1.0162, 0.1721, 0.4375, 0.3065, 0.4389, 0.2541, 0.3786, 0.3817, 0.2220, 0.4036, 0.2754, 0.3629, 0.4258, 0.2474, 0.3785, 0.2644, -1.4101, -0.3334, 0.1535, -0.6815, -0.9136, -0.7721, -0.9514, 0.3335, 0.4329, 0.2853, 0.4489, 0.2628, 0.3646, 0.3938, 0.1227, 0.3948, 0.2897, 0.2950, 0.4062, 0.3929, 0.3385, 0.1310], "total_charge": -1, "orbital_gap_ev": 7.5, "e_tot_ha": -2344.81351}


(2)
{"formula": "C51H57Cl2FeN3O3Te", "method": "the ωB97M-V functional and the def2-TZVPD basis", "symbols": ["Fe", "C", "C", "C", "C", "C", "C", "C", "C", "N", "C", "C", "C", "C", "N", "C", "C", "C", "C", "C", "C", "C", "C", "H", "H", "H", "H", "H", "H", "H", "H", "H", "H", "H", "H", "H", "H", "H", "H", "H", "H", "H", "H", "H", "H", "H", "H", "Cl", "C", "Cl", "C", "O", "O", "H", "C", "C", "C", "C", "C", "C", "H", "H", "H", "H", "H", "H", "H", "H", "H", "C", "C", "C", "C", "C", "C", "Te", "N", "C", "O", "C", "C", "C", "C", "C", "C", "C", "C", "C", "C", "C", "C", "C", "C", "C", "C", "H", "H", "H", "H", "H", "H", "H", "H", "H", "H", "H", "H", "H", "H", "H", "H", "H", "H", "H", "H", "H", "H", "H"], "coordinates": [[-1.5926, -0.3815, 0.8799], [-2.8906, -3.7976, 2.8890], [-2.5399, -2.7872, 3.9493], [-2.2939, -3.2082, 5.2510], [-1.9135, -2.3070, 6.2302], [-1.7274, -0.9755, 5.8931], [-1.9575, -0.5232, 4.6006], [-1.7132, 0.9138, 4.2468], [-2.4227, -1.4264, 3.6399], [-2.7975, -0.9709, 2.3458], [-4.0730, -1.0971, 1.9497], [-5.2288, -1.3407, 2.8794], [-4.3028, -0.9428, 0.5741], [-5.6748, -1.1820, 0.0106], [-3.2162, -0.6823, -0.1629], [-3.2880, -0.7170, -1.5754], [-4.0205, 0.2333, -2.2895], [-4.5925, 1.4441, -1.6051], [-4.2211, 0.0330, -3.6507], [-3.6485, -1.0441, -4.3062], [-2.8389, -1.9215, -3.6010], [-2.6474, -1.7710, -2.2338], [-1.8020, -2.7550, -1.4715], [-2.4408, -4.7605, 3.1305], [-2.5253, -3.4795, 1.9125], [-3.9690, -3.9507, 2.8065], [-2.3849, -4.2618, 5.4882], [-1.7354, -2.6434, 7.2434], [-1.3875, -0.2702, 6.6424], [-1.1885, 1.4227, 5.0554], [-2.6443, 1.4483, 4.0546], [-1.0963, 0.9883, 3.3488], [-4.9109, -1.3533, 3.9191], [-5.7327, -2.2861, 2.6665], [-5.9744, -0.5517, 2.7569], [-6.0598, -2.1451, 0.3511], [-5.6649, -1.1873, -1.0763], [-6.3815, -0.4188, 0.3459], [-3.9617, 1.7503, -0.7699], [-5.5960, 1.2578, -1.2159], [-4.6603, 2.2753, -2.3075], [-4.8267, 0.7427, -4.2025], [-3.8114, -1.1851, -5.3672], [-2.3533, -2.7432, -4.1139], [-1.1903, -3.3410, -2.1562], [-2.4200, -3.4426, -0.8890], [-1.1243, -2.2597, -0.7690], [1.3420, -1.0714, 4.6239], [1.4557, -2.2634, 3.3189], [0.5069, -3.7226, 3.6843], [0.9829, -1.6951, 1.9679], [1.6876, -2.0037, 0.9958], [-0.0790, -1.0236, 2.0101], [2.4912, -2.5743, 3.2415], [0.8995, 3.0569, -4.3204], [-0.2312, 2.0254, -4.2042], [-1.5361, 2.7332, -4.5938], [0.0169, 0.8567, -5.1627], [-0.3195, 1.5408, -2.8131], [-0.5175, 1.1542, -1.6824], [0.9226, 3.4706, -5.3308], [1.8740, 2.6075, -4.1080], [0.7383, 3.8758, -3.6181], [-1.4888, 3.0592, -5.6359], [-1.6953, 3.6094, -3.9633], [-2.3826, 2.0661, -4.4755], [0.0222, 1.2119, -6.1958], [-0.7677, 0.1073, -5.0559], [0.9759, 0.3781, -4.9561], [7.7406, -2.4740, -3.5173], [6.4976, -1.9167, -2.8826], [5.8424, -0.8179, -3.4252], [4.6979, -0.2891, -2.8416], [4.0098, 0.8836, -3.4981], [4.2054, -0.8841, -1.6733], [2.5402, 0.0257, -0.7137], [-0.7870, 0.9664, -0.3784], [-0.1686, 1.9255, 0.3897], [1.0347, 1.9797, 0.4869], [-1.0444, 2.9583, 1.0416], [-0.5639, 4.2652, 1.0696], [-1.3627, 5.2962, 1.5400], [-2.6362, 5.0244, 2.0173], [-3.1123, 3.7198, 2.0108], [-2.3285, 2.6957, 1.5065], [3.5812, 0.5460, 1.0411], [3.5466, -0.3222, 2.1224], [4.2286, -0.0040, 3.2870], [4.9325, 1.1861, 3.3587], [4.9422, 2.0563, 2.2778], [4.2691, 1.7596, 1.0987], [4.3203, 2.7119, -0.0618], [4.8085, -2.0228, -1.1387], [4.2461, -2.7676, 0.0448], [5.9563, -2.5104, -1.7494], [8.0136, -1.9142, -4.4100], [7.5966, -3.5175, -3.7997], [8.5805, -2.4367, -2.8224], [6.2290, -0.3581, -4.3273], [4.5405, 1.1917, -4.3969], [3.9536, 1.7460, -2.8323], [2.9855, 0.6294, -3.7852], [0.4365, 4.4606, 0.7092], [-0.9915, 6.3126, 1.5335], [-3.2605, 5.8278, 2.3854], [-4.1032, 3.5012, 2.3877], [-2.7317, 1.6875, 1.4825], [2.9811, -1.2456, 2.0646], [4.1985, -0.6824, 4.1283], [5.4719, 1.4451, 4.2601], [5.4808, 2.9931, 2.3476], [4.7187, 3.6768, 0.2463], [3.3236, 2.8753, -0.4816], [4.9707, 2.3192, -0.8468], [3.1825, -2.5627, 0.1988], [4.7847, -2.5099, 0.9588], [4.3535, -3.8404, -0.1101], [6.4342, -3.3882, -1.3279]], "mulliken_charge": [0.3708, -1.5485, 1.4079, -0.5558, -0.9208, -0.3744, 0.9077, -0.9060, -1.5657, 1.3660, 1.0423, -2.2545, 0.7472, -2.0813, 1.0779, -1.6324, 1.9936, -1.6114, -0.6015, -1.0992, -0.8472, 1.4351, -1.5201, 0.5239, 0.0886, 0.2830, 0.4419, 0.3684, 0.4009, 0.4991, 0.2565, -0.2724, 0.4134, 0.3902, 0.4518, 0.4857, 0.3913, 0.3669, 0.1029, 0.2867, 0.5356, 0.5243, 0.3825, 0.4359, 0.4890, 0.2846, -0.1704, -0.1202, 0.6337, -0.1499, -0.9519, -1.0498, 0.0038, 0.4403, -1.5215, 2.2551, -1.5815, -1.3602, -0.0659, -1.8079, 0.4654, 0.0252, 0.3607, 0.4617, 0.3863, 0.1643, 0.4418, 0.1747, 0.1802, -1.5832, 0.8003, -1.1485, 0.5705, -1.3093, 0.2014, 0.7934, 1.3700, -0.2939, -0.3481, 0.7847, -0.9777, -0.6604, -0.6743, -1.3883, 0.1081, 0.4805, 0.5900, -1.0183, -0.9438, -0.9658, 0.8644, -1.2597, 1.4444, -1.3282, -0.8281, 0.3482, 0.3480, 0.3416, 0.3058, 0.4070, 0.2469, 0.0342, 0.4653, 0.4339, 0.3927, 0.4900, 1.2365, -0.0727, 0.5278, 0.4071, 0.4349, 0.5282, 0.1801, 0.2411, -0.1547, 0.3217, 0.6033, 0.4787], "orbital_gap_ev": [6.6, 5.3], "e_tot_ha": -4819.61758, "multiplicity": 5}


(3)
{"formula": "HO2PS", "method": "the ωB97M-V functional and the def2-TZVPD basis", "symbols": ["O", "O", "P", "S", "H"], "coordinates": [[0.1367, -0.1476, -0.0454], [1.0539, 2.4722, 0.0622], [1.0100, 1.1667, -0.6162], [-0.7770, -1.4009, 0.7561], [-1.4236, -2.0903, -0.1568]], "mulliken_charge": [-0.2826, -0.3928, 0.3978, 0.0867, 0.1909], "orbital_gap_ev": [7.1, 7.4], "e_tot_ha": -890.49927, "de_lowest_ev": 0.7368, "multiplicity": 3}


(4)
{"formula": "C10H18Br8Cl6", "method": "the ωB97M-V functional and the def2-TZVPD basis", "symbols": ["C", "Cl", "Cl", "Cl", "H", "C", "Cl", "Cl", "Cl", "H", "Br", "C", "C", "Br", "H", "H", "H", "H", "Br", "C", "C", "Br", "H", "H", "H", "H", "Br", "C", "C", "Br", "H", "H", "H", "H", "Br", "C", "C", "Br", "H", "H", "H", "H"], "coordinates": [[-8.1963, 2.6519, -4.3395], [-7.9774, 2.2185, -6.0604], [-6.8873, 1.8623, -3.3818], [-9.8140, 2.3839, -3.6377], [-8.0414, 3.7291, -4.2784], [0.4232, 1.0355, -1.1069], [0.3316, 2.1681, 0.3003], [1.6076, -0.2457, -0.7287], [0.7227, 1.8636, -2.6018], [-0.5528, 0.5685, -1.2389], [8.2109, -2.7041, -3.7763], [6.4952, -3.2493, -4.6807], [6.1910, -4.6984, -4.4771], [4.5458, -5.3576, -5.4086], [6.5909, -2.9464, -5.7233], [5.6715, -2.6487, -4.2950], [6.0616, -4.9239, -3.4185], [7.0535, -5.2150, -4.8983], [7.4320, -0.7264, 3.5485], [6.5643, 1.0852, 3.7354], [6.8004, 1.6074, 5.1081], [6.0272, 3.4577, 5.3743], [5.4917, 1.0959, 3.5420], [7.0721, 1.6590, 2.9601], [7.8780, 1.6611, 5.2627], [6.4454, 1.0945, 6.0021], [-1.9446, -3.9615, 2.5171], [-2.0330, -5.3459, 1.0422], [-1.1808, -6.4925, 1.3710], [-1.2556, -7.7809, -0.2153], [-1.7059, -4.8801, 0.1126], [-3.1039, -5.5284, 0.9527], [-1.5087, -7.0343, 2.2582], [-0.1244, -6.2727, 1.5257], [-7.7448, 7.2027, 0.4303], [-7.0047, 6.9391, 2.2518], [-6.2552, 5.5940, 2.3641], [-5.8013, 5.2394, 4.2946], [-7.8951, 6.8301, 2.8710], [-6.4052, 7.7777, 2.6061], [-5.3794, 5.6019, 1.7152], [-6.8049, 4.6848, 2.1207]], "mulliken_charge": [0.0658, -0.1123, -0.1222, -0.1097, 0.2779, 0.0700, -0.1287, -0.1155, -0.1060, 0.2794, -0.1516, -0.6009, -0.5682, -0.1589, 0.3820, 0.3684, 0.3681, 0.3614, -0.1654, -0.5111, -0.6450, -0.1645, 0.3774, 0.3547, 0.3672, 0.3869, -0.1751, -0.6022, -0.5688, -0.1733, 0.3793, 0.3799, 0.3816, 0.3789, -0.1590, -0.5651, -0.6032, -0.1586, 0.3500, 0.3848, 0.3756, 0.3759], "orbital_gap_ev": 10.6, "e_tot_ha": -23745.04547, "de_lowest_ev": 1.5599, "smiles": "ClC(Cl)Cl.ClC(Cl)Cl.BrCCBr.BrCCBr.BrCCBr.BrCCBr"}